Molecular formula: C35H29F7O17
Method: DFT, wB97M-V/def2-TZVPD

Structure (XYZ):
```
88
Properties=species:S:1:pos:R:3:forces:R:3
O 0.650995 -2.106621 -5.343816 0.20 -0.06 -0.56
C 0.146435 -1.991576 -4.255650 -0.01 0.14 0.61
C -0.649506 -3.095713 -3.662839 -0.22 -0.09 -0.07
C -0.830862 -4.300269 -4.534812 0.31 -0.04 0.04
C 0.340875 -5.258071 -4.297821 0.04 0.76 0.28
F 0.019056 -6.542873 -4.637967 -0.06 -0.31 -0.30
C -1.157273 -3.003718 -2.422151 0.12 -0.11 -0.11
C -2.022201 -4.047919 -1.819356 -0.48 -0.03 0.14
C -3.387983 -3.754611 -1.720524 0.04 -0.27 0.15
C -4.287233 -4.669823 -1.181728 0.62 0.11 -0.21
C -3.809228 -5.893821 -0.725081 0.21 0.26 -0.13
C -2.448732 -6.183446 -0.808031 -0.39 0.04 0.09
C -1.549799 -5.271203 -1.349009 -0.41 0.12 -0.06
C -0.949528 -1.783937 -1.594267 -0.09 -0.33 -0.45
O -1.444763 -1.695374 -0.497958 -0.07 0.23 0.56
C -0.168959 -0.669486 -2.168074 0.28 0.49 0.27
C 0.329268 -0.745458 -3.458718 0.11 -0.01 -0.44
C 1.009253 0.316795 -4.041207 -0.02 0.49 0.31
C 1.177813 1.490950 -3.319326 -0.23 -0.35 0.37
C 0.698367 1.565926 -2.016057 -0.19 -0.06 0.02
C 0.039697 0.492592 -1.421069 0.49 -0.17 -0.32
C -0.445021 0.659116 -0.011972 0.04 -0.29 -0.40
O -1.441493 1.260040 0.225482 -0.59 0.67 0.44
C 0.404373 0.138933 1.183182 0.00 -0.09 -0.11
F -0.330007 0.208581 2.306610 -0.14 -0.11 0.06
F 0.742696 -1.150763 0.998274 0.15 -0.11 -0.20
C 1.697919 0.951941 1.461487 -0.03 -0.07 0.28
F 2.200117 1.494713 0.338268 0.04 -0.11 -0.18
F 1.376205 1.971212 2.284462 -0.03 0.13 0.03
C 2.830610 0.141415 2.136672 0.19 0.25 0.07
F 3.287872 -0.794604 1.299615 0.02 -0.14 -0.12
F 3.832352 1.027132 2.351418 0.03 0.02 0.00
C 2.439255 -0.422216 3.516254 -0.03 0.02 -0.40
O 2.371720 0.297332 4.455555 -0.01 0.52 0.77
O 2.204151 -1.716731 3.503268 0.21 -0.62 -0.19
H -0.807534 -3.998993 -5.575690 -0.22 0.05 -0.16
H -1.776378 -4.777105 -4.298435 -0.03 -0.23 0.06
H 0.624901 -5.212251 -3.250643 -0.01 -0.38 0.23
H 1.207363 -4.925026 -4.867307 0.05 -0.13 -0.23
H -3.750562 -2.795795 -2.064105 0.00 0.08 -0.05
H -5.331403 -4.402745 -1.140643 -0.14 -0.11 0.09
H -4.489158 -6.619289 -0.304819 -0.04 -0.08 0.04
H -2.113824 -7.139565 -0.437942 0.24 -0.07 -0.07
H -0.504096 -5.521509 -1.406680 0.16 -0.05 0.01
H 1.377754 0.244449 -5.050974 0.02 -0.20 -0.11
H 1.683107 2.350591 -3.727208 0.07 0.03 -0.21
H 0.826191 2.475488 -1.447975 0.04 0.08 -0.02
H 2.117808 -2.018078 4.420781 -0.21 0.03 0.03
O -0.177516 -8.383057 -2.406979 -0.02 0.02 0.21
C 0.032606 -9.401390 -2.976144 0.00 0.06 -0.08
O -0.912493 -10.147382 -3.597942 0.06 -0.02 0.02
C -0.254326 -11.159027 -4.364379 -0.01 -0.10 -0.12
C 1.076402 -11.287031 -3.652066 0.06 -0.13 -0.03
O 1.253145 -9.979283 -3.101966 -0.06 -0.02 -0.01
H -0.836353 -12.076888 -4.359184 -0.10 0.08 0.10
H -0.146232 -10.806695 -5.391615 0.03 0.02 0.02
H 1.045231 -12.011008 -2.835712 -0.03 0.01 0.00
H 1.899831 -11.532633 -4.317518 0.06 0.15 0.03
O 1.760624 8.390610 2.064248 -0.05 0.10 -0.01
C 2.024761 7.237582 2.180482 0.02 0.00 0.01
O 1.414688 6.237350 1.503068 0.06 0.01 0.04
C 2.150989 5.029420 1.729917 0.09 -0.05 -0.07
C 2.848289 5.319496 3.041885 0.04 -0.15 0.07
O 2.975504 6.745869 3.006144 -0.04 -0.03 -0.03
H 1.481259 4.182135 1.779934 -0.20 0.07 -0.03
H 2.853725 4.886888 0.906157 0.02 0.03 0.02
H 2.244635 5.040922 3.907428 -0.02 0.02 -0.02
H 3.825449 4.851770 3.124180 0.06 0.15 -0.01
O -2.570077 2.353315 8.079193 0.00 0.00 0.00
C -2.325501 2.316435 6.919547 0.00 -0.01 0.02
O -2.701986 3.259755 6.018972 0.04 -0.05 -0.01
C -2.035307 2.992576 4.782708 0.02 0.05 -0.14
C -1.734623 1.513156 4.891488 0.03 -0.07 -0.15
O -1.629165 1.327353 6.306179 -0.04 0.07 -0.03
H -2.677528 3.240936 3.941778 -0.11 0.03 0.11
H -1.128667 3.599841 4.733969 0.01 -0.03 0.03
H -2.549651 0.893407 4.513350 -0.01 0.02 0.01
H -0.809981 1.227697 4.400358 0.08 -0.04 0.17
O -0.410722 14.764835 1.527550 -0.01 0.01 0.00
C -0.155157 13.610148 1.629558 0.02 0.01 0.00
O -0.778417 12.618629 0.945307 0.05 -0.01 0.04
C -0.050850 11.401944 1.154615 0.02 -0.16 -0.04
C 0.656426 11.673747 2.461434 0.15 -0.20 0.14
O 0.800882 13.098765 2.442917 -0.10 -0.02 -0.08
H -0.725940 10.552654 1.205948 -0.13 0.11 -0.04
H 0.645311 11.257063 0.327199 0.01 0.03 0.01
H 0.054412 11.392832 3.327398 -0.03 0.02 -0.02
H 1.625711 11.188651 2.529117 0.05 0.13 0.00
```
Forces are in eV/Å.

Properties
orbital gap = 7.758 eV
charge = 0
SMILES = O=C1C(CCF)=C(c2ccccc2)C(=O)c2c1cccc2C(=O)C(F)(F)C(F)(F)C(F)(F)C(=O)O.O=C1OCCO1.O=C1OCCO1.O=C1OCCO1.O=C1OCCO1

---

Molecular formula: C35H29InN10O4S
Method: DFT, wB97M-V/def2-TZVPD

Structure (XYZ):
```
80
Properties=species:S:1:pos:R:3:forces:R:3
In -1.125585 0.770459 -0.602909 -0.06 0.25 0.03
C -2.015032 2.087386 3.849006 -0.03 -0.02 0.01
C -1.318353 1.577626 2.624269 0.02 0.01 0.00
N -1.924432 1.455419 1.496793 -0.03 -0.04 0.05
N -3.279365 1.653700 1.514172 0.03 0.01 -0.04
C -3.781192 2.183132 0.418339 -0.03 0.00 0.03
N -5.131514 2.257887 0.384095 0.01 0.03 0.03
S -2.905507 2.799478 -0.928618 0.06 -0.02 -0.03
C 0.090915 1.123616 2.737932 -0.01 -0.02 0.00
C 0.792751 1.238206 3.937554 -0.02 -0.01 -0.02
C 2.068689 0.706665 4.025666 0.00 -0.01 0.00
C 2.608059 0.070344 2.922355 0.02 0.00 0.01
C 1.843719 0.014394 1.766082 -0.03 0.01 -0.03
N 0.625707 0.530276 1.669614 0.02 0.01 -0.01
H -2.934166 2.590111 3.568836 0.00 0.00 0.00
H -2.273399 1.258908 4.514884 0.01 0.00 0.01
H -1.379662 2.774881 4.405669 0.01 0.01 -0.01
H -5.660204 1.947467 1.179984 -0.01 -0.01 -0.01
H -5.582521 2.707647 -0.389041 0.01 -0.02 -0.01
H 0.348198 1.716169 4.796651 0.00 0.01 0.00
H 2.627082 0.782264 4.949557 0.00 0.00 0.00
H 3.594417 -0.371687 2.944793 0.00 0.00 0.00
H 2.227847 -0.476780 0.879297 0.02 -0.01 0.00
C 0.376763 2.312012 -4.945752 0.00 0.00 0.00
C -0.129139 1.284297 -5.728250 0.00 0.00 0.00
C -1.008820 0.380844 -5.167339 0.00 0.00 0.01
C -1.368543 0.509483 -3.823636 0.00 0.00 -0.01
N -0.826674 1.467385 -3.064161 0.00 -0.07 -0.01
C 0.003014 2.349066 -3.617060 0.00 0.01 0.01
C -2.368941 -0.382501 -3.175843 0.02 0.02 -0.02
C -3.280123 -1.078312 -3.973552 0.00 -0.01 0.01
C -4.257206 -1.873463 -3.400969 0.01 0.00 0.01
C -4.329257 -1.976649 -2.019676 0.00 0.00 -0.02
C -3.420818 -1.287510 -1.228601 -0.02 -0.01 0.06
C -2.429613 -0.482062 -1.781399 -0.01 -0.05 -0.05
H 1.055286 3.051987 -5.345327 0.01 0.00 0.00
H 0.161390 1.187847 -6.766409 0.00 0.00 0.00
H -1.400743 -0.432167 -5.759604 0.00 0.00 0.00
H 0.384471 3.120672 -2.958215 0.01 0.00 0.00
H -3.254193 -0.979838 -5.050947 0.00 0.00 0.00
H -4.964658 -2.398674 -4.029810 0.00 0.00 0.00
H -5.094587 -2.589220 -1.558788 0.00 -0.01 0.00
H -3.486733 -1.388067 -0.152129 0.01 0.01 0.00
C -0.102334 4.542584 0.517231 -0.01 0.01 -0.01
C 0.840470 3.592990 -0.125833 -0.02 0.02 0.01
N 0.587971 2.355003 -0.506560 0.02 -0.05 0.00
C 1.764857 1.825158 -0.973890 0.03 0.01 -0.01
C 2.749071 2.766249 -0.887727 0.00 0.02 0.01
N 2.141144 3.873027 -0.354595 0.00 -0.02 -0.01
C 4.199227 2.832848 -1.207687 0.02 -0.02 -0.02
O 4.750818 1.746002 -1.690203 0.01 0.04 0.02
O 4.793516 3.868372 -1.009215 -0.01 0.01 0.01
C 1.831948 0.392959 -1.384865 -0.03 0.03 0.11
O 2.922560 -0.066029 -1.764383 0.04 -0.03 -0.04
O 0.763753 -0.264021 -1.237750 0.06 -0.03 -0.08
H -1.124060 4.213386 0.337339 0.00 0.00 0.01
H 0.025220 5.547927 0.115091 0.01 0.00 0.01
H 0.080369 4.578606 1.593605 -0.01 -0.01 0.00
H 2.638583 4.731381 -0.168287 -0.01 0.00 -0.01
H 4.074802 0.992798 -1.759744 -0.03 -0.03 -0.01
N 5.547389 -7.250379 1.342046 0.01 -0.01 0.01
C 4.644784 -6.540708 1.377363 0.00 0.00 -0.01
C 3.516183 -5.652027 1.421764 -0.01 0.02 0.00
C 2.501255 -5.863908 2.350814 -0.01 0.00 0.00
C 1.414365 -5.010717 2.394541 0.00 -0.02 0.00
C 1.346230 -3.933701 1.519266 0.05 -0.02 0.00
C 2.360253 -3.713932 0.591589 0.01 0.01 0.00
C 3.438155 -4.577646 0.538382 0.00 -0.02 0.01
N 0.248124 -3.047431 1.574174 -0.05 0.02 0.00
C -0.482796 -2.679491 2.690415 0.00 0.02 0.03
C -1.368912 -1.743888 2.259017 0.07 -0.05 -0.01
N -1.200896 -1.523656 0.911907 -0.16 -0.01 0.07
C -0.244975 -2.323941 0.532726 0.04 0.05 -0.05
H 2.560295 -6.704192 3.028533 0.01 0.00 0.00
H 0.611803 -5.194725 3.095127 -0.01 0.02 0.00
H 2.318865 -2.866289 -0.080789 -0.01 0.02 0.00
H 4.228367 -4.412338 -0.180689 0.00 0.00 0.00
H -0.286352 -3.087121 3.665496 0.01 -0.02 0.00
H -2.107444 -1.204422 2.829179 -0.01 -0.01 0.01
H 0.140067 -2.391429 -0.470901 0.01 -0.04 0.00
```
Forces are in eV/Å.

Properties
orbital gap = 7.595 eV
charge = 0

---

Molecular formula: C35H29NO6
Method: DFT, wB97M-V/def2-TZVPD

Structure (XYZ):
```
71
Properties=species:S:1:pos:R:3:forces:R:3
O 0.329642 -2.910272 5.228890 -0.01 0.00 -0.01
C 0.213196 -3.038286 4.028455 0.03 0.02 0.14
C 0.872952 -4.165176 3.309713 -0.05 0.02 -0.08
C 1.610101 -5.091102 4.036416 0.06 -0.10 0.02
C 2.208293 -6.158614 3.389398 -0.01 0.01 -0.04
C 2.072292 -6.307595 2.013239 0.00 0.01 0.04
C 1.347220 -5.382368 1.282734 0.07 -0.09 -0.01
C 0.748239 -4.306562 1.926004 -0.02 0.04 0.07
C -0.013908 -3.312064 1.120537 0.00 0.00 -0.11
O -0.082207 -3.408182 -0.087731 0.03 -0.01 -0.11
C -0.690960 -2.198501 1.839622 0.02 -0.04 0.08
C -1.433064 -1.276292 1.111965 -0.07 0.09 -0.01
C -2.085871 -0.246093 1.765735 0.00 0.02 0.02
C -2.000746 -0.132747 3.149116 0.01 -0.01 -0.03
C -1.255930 -1.043147 3.878432 -0.07 0.11 0.01
C -0.595331 -2.077140 3.227737 0.02 -0.05 -0.08
H 1.707923 -4.969610 5.105905 -0.05 0.07 0.01
H 2.780795 -6.879634 3.957330 0.01 -0.01 0.00
H 2.534266 -7.146925 1.511057 0.01 0.00 -0.01
H 1.240850 -5.488300 0.212429 -0.04 0.07 -0.02
H -1.494715 -1.372517 0.037141 0.04 -0.07 -0.01
H -2.661236 0.473943 1.199970 0.01 0.03 0.00
H -2.517648 0.670960 3.656593 -0.01 0.02 -0.01
H -1.181512 -0.959257 4.953502 0.06 -0.07 0.02
O -1.519822 3.595941 1.598262 -0.03 -0.04 -0.02
C -1.808346 4.736513 1.894682 0.04 -0.13 -0.03
C -2.124251 5.746834 0.846754 -0.02 0.06 0.07
C -2.104383 5.364549 -0.488565 -0.01 0.01 -0.12
C -2.422012 6.282764 -1.474170 -0.01 0.04 0.02
C -2.762187 7.587031 -1.130794 0.01 -0.04 0.00
C -2.773537 7.976191 0.197432 -0.01 0.04 -0.11
C -2.451721 7.060167 1.190567 0.02 -0.10 0.03
C -2.454806 7.502820 2.613580 -0.02 0.14 0.03
O -2.692528 8.654417 2.909028 -0.01 -0.01 0.00
C -2.157894 6.486623 3.662619 0.00 -0.07 -0.07
C -2.185370 6.866371 4.998394 0.01 -0.02 0.12
C -1.931431 5.931872 5.987304 0.01 -0.04 -0.02
C -1.648195 4.613177 5.646898 -0.01 0.04 0.00
C -1.611631 4.231369 4.317176 0.02 -0.04 0.11
C -1.864342 5.165270 3.320249 -0.01 0.09 -0.02
H -1.841554 4.348301 -0.746233 0.01 -0.04 0.08
H -2.407481 5.983179 -2.513490 0.00 0.00 -0.01
H -3.017607 8.300581 -1.902622 0.00 0.01 -0.01
H -3.031318 8.989036 0.472804 0.02 0.00 0.09
H -2.407563 7.892748 5.253912 -0.02 0.03 -0.08
H -1.954018 6.229202 7.027098 0.00 0.00 0.01
H -1.453331 3.884163 6.422055 0.01 0.00 0.01
H -1.384339 3.210465 4.043328 0.01 0.01 -0.09
C 2.020336 -0.358861 -4.055542 0.21 -0.12 0.17
C 1.912733 -1.812338 -3.590800 0.15 0.05 0.16
O 0.538242 -2.188810 -3.651059 0.04 0.19 -0.21
C 2.854148 -2.764691 -4.373289 -0.35 0.13 -0.03
C 2.226605 -4.107662 -4.743075 0.47 -0.29 -0.07
C 1.243670 -4.020791 -5.915550 0.43 -0.18 0.05
C 2.155913 -3.969153 -7.161809 0.17 0.48 0.37
N 3.421391 -4.522299 -6.678620 -0.16 -0.76 0.03
C 3.279041 -5.023109 -5.396807 0.01 -0.19 0.16
O 3.820567 -6.005912 -4.921637 -0.01 0.95 -0.28
H 2.574210 0.231566 -3.328997 0.08 0.09 0.01
H 1.029331 0.074564 -4.137054 -0.13 0.01 -0.08
H 2.542346 -0.282363 -5.004983 -0.08 0.10 -0.18
H 2.225341 -1.847804 -2.545671 -0.09 -0.07 0.14
H 0.390499 -2.854103 -2.980565 -0.18 -0.24 0.24
H 3.169557 -2.283479 -5.297532 0.11 0.05 -0.08
H 3.745029 -2.920004 -3.766767 0.16 -0.06 -0.04
H 1.856472 -4.620578 -3.860178 -0.28 -0.03 0.01
H 0.561837 -3.183713 -5.882882 -0.19 0.02 0.16
H 0.714331 -4.972321 -5.910289 -0.38 0.09 -0.21
H 1.699314 -4.534835 -7.969667 0.23 -0.17 -0.17
H 2.334433 -2.952778 -7.512889 -0.22 0.13 -0.04
H 4.041677 -4.994631 -7.314792 -0.03 -0.19 0.00
```
Forces are in eV/Å.

Properties
orbital gap = 8.256 eV
charge = 0
SMILES = O=C1c2ccccc2C(=O)c2ccccc21.O=C1c2ccccc2C(=O)c2ccccc21.C[C@@H](O)C[C@H]1CCNC1=O

---

no.,HOMO energy (eV)
1,-9.51
2,-7.87
3,-9.34